5
Properties=species:S:1:pos:R:3:forces:R:3:mulliken_charge:R:1 method="wB97M-V/def2-TZVPD" lumo_ev=-0.523 fmax_ev_per_a=3.49 homo_ev=-9.565 charge=0 gap_ev=9.04 molar_mass_g_mol=59.0 relative_energy_ev=0.219 total_energy_ev=-6531.7953
O 2.384855 -0.544625 0.159013 -2.840 1.854 -0.824 -0.221
N -1.950596 0.176740 0.346288 -0.827 -0.587 -0.496 0.054
N 1.684471 0.443677 -0.041000 1.730 -0.542 0.506 0.007
N -2.768670 -0.386581 -0.118159 0.817 0.580 0.491 -0.057
H 0.649938 0.310789 -0.346141 1.120 -1.305 0.323 0.216

120
Properties=species:S:1:pos:R:3:forces:R:3:mulliken_charge:R:1 method="wB97M-V/def2-TZVPD" lumo_ev=-5.966 fmax_ev_per_a=1.85 homo_ev=-9.817 charge=+1 gap_ev=3.85 molar_mass_g_mol=1211.7 relative_energy_ev=1.354 total_energy_ev=-204515.3863
Hg 3.166171 -2.418656 -1.410505 -0.162 1.789 0.426 1.592
As 0.306013 -0.605072 0.827124 -1.365 0.199 -0.830 1.990
S 4.293983 -2.891146 2.016547 -0.645 -0.302 0.926 1.132
S -0.258180 5.206255 0.161817 0.212 -0.447 0.506 1.114
S 4.810300 1.124255 0.753577 0.127 0.409 0.500 0.761
S -0.004142 -2.327612 -3.316536 -1.065 -0.465 0.203 1.085
S 3.250375 0.828248 -3.113856 -0.349 0.706 0.569 0.990
S -3.462708 -1.362077 5.034674 0.231 -0.415 0.037 1.045
F 1.621149 -1.273784 -0.141782 0.167 0.012 0.399 0.461
F -0.498574 -2.141412 0.706094 0.167 -0.227 -0.051 -0.477
F 1.096099 0.920016 0.795286 0.538 0.033 0.424 -0.166
F 1.063880 -1.149820 2.266836 0.447 0.167 0.158 -0.373
F -0.442573 -0.152525 -0.685572 -0.033 -0.062 -0.146 -0.410
F -1.025265 0.049783 1.672610 -0.018 0.046 0.404 -0.621
O 4.724075 -1.747973 2.752677 0.359 0.186 -0.224 -0.605
O -4.094999 -1.632899 6.294612 -0.067 0.115 0.257 -0.676
O 1.233543 -2.109286 -2.552438 0.173 -0.470 -0.315 -0.690
O -0.360152 -1.328882 -4.284107 0.412 0.026 -0.117 -0.722
O -0.864891 5.773228 -1.007344 -0.091 0.196 -0.303 -0.706
O 4.273837 0.001389 0.006857 -0.024 -0.044 -0.091 -0.292
O 6.230029 1.190654 0.989919 0.020 -0.125 -0.244 -0.727
O 3.832597 -2.674778 0.637150 0.074 -0.665 -0.717 -0.759
O 3.391460 -0.569435 -2.697870 0.410 -0.916 -0.413 -0.767
O -4.080531 -0.475857 4.085126 -0.104 0.076 -0.116 -0.579
O 1.171537 5.300236 0.353493 0.064 0.119 -0.010 -0.610
O 4.343557 1.698031 -2.792834 0.019 -0.036 -0.274 -0.652
N -4.464419 1.739080 -2.149160 0.373 0.453 -0.300 0.142
C 1.411359 1.537762 -4.935084 -0.178 -0.288 -0.065 -0.272
C -4.520220 1.999655 -0.713731 -1.110 -0.266 -0.099 -1.207
C -3.107025 1.438476 -2.584537 -0.263 0.186 -0.791 1.024
C -1.987153 4.560850 2.069657 -0.795 0.409 -0.267 -0.957
C -0.015020 -3.990146 -4.043015 0.690 0.485 0.355 -0.749
C -2.926278 1.651835 -4.096708 -0.131 -0.719 0.347 -1.538
C -6.879229 1.179352 -2.382238 -0.332 0.184 -0.471 -1.508
C -1.743046 -0.855476 5.249932 -0.199 0.624 -0.254 -0.438
C 2.823627 0.939589 -4.875454 0.142 -0.090 0.480 -1.068
C 5.497645 -4.250895 2.053567 0.132 1.281 -0.365 -0.907
C 4.943307 -5.164228 3.118443 -0.782 -0.396 -0.178 -0.585
C -1.236137 3.274432 1.710566 -0.491 -0.133 0.395 -0.236
C -5.434115 0.772297 -2.626276 -0.195 -0.512 0.881 -0.086
C 1.219009 2.326395 -3.649874 0.116 1.525 0.083 -0.932
C 3.540833 2.785687 2.441116 -0.021 0.746 -0.403 -0.234
C -4.054891 0.849336 0.187336 1.036 0.858 0.118 -0.087
C 4.191111 3.599948 1.300605 1.398 -0.160 0.273 -1.140
C 3.404194 -5.177308 2.926080 0.609 0.187 -0.208 -0.650
C -1.624382 -2.758949 3.782351 0.658 -0.763 -0.013 -0.019
C -1.119780 5.747093 1.643082 0.396 -0.152 0.908 -0.753
C -0.717293 3.473266 0.302006 -0.277 0.185 -0.302 1.490
C -0.889646 -2.084295 4.956740 -0.892 0.553 -0.547 -0.418
C 2.975436 -3.715463 2.940826 0.128 -0.217 -0.091 -0.369
C -3.074633 -2.931099 4.239228 0.927 0.433 -0.251 -0.881
C 1.692973 1.450444 -2.516223 -0.597 -0.692 -0.128 2.164
C -1.383084 -4.561899 -3.712074 -1.162 -1.105 -0.101 -0.780
C 3.979960 1.326359 2.341518 -0.682 -0.405 -0.417 0.108
C -2.302971 -3.494095 -3.111305 0.466 1.345 0.122 -0.678
C 4.261391 2.675465 0.092685 -1.129 0.681 -0.428 0.105
C -1.388842 -2.628844 -2.233651 0.779 -0.761 0.159 -0.151
H -2.962468 0.909646 0.150352 0.033 -0.552 0.200 -0.424
H -2.414217 2.118740 -2.086040 -0.032 -0.225 0.354 -0.404
H -7.533237 0.538429 -2.977806 -0.013 -0.158 0.222 0.443
H -1.479947 -2.238663 2.839514 -0.327 0.380 0.135 -0.262
H -0.387670 5.877613 2.443831 0.339 0.087 -0.346 0.333
H -7.166713 1.103065 -1.335493 -0.010 -0.100 0.001 0.347
H 0.793235 -4.517183 -3.537078 -0.029 -0.102 -0.061 0.284
H -3.020819 -3.698882 5.007688 -0.724 -0.056 0.019 0.378
H 3.685154 4.543386 1.115503 -0.248 -0.152 -0.190 0.475
H 4.854088 2.985724 -0.763861 0.364 -0.032 0.280 0.720
H -1.940019 2.442696 1.727337 0.123 -0.098 0.038 -0.052
H 5.228998 3.847289 1.551605 -0.108 0.063 0.216 0.358
H 5.542035 -4.619182 1.030001 -0.043 -0.395 0.138 0.408
H -0.467978 3.047381 2.452009 0.214 0.114 -0.194 0.270
H -1.615038 -0.111810 4.459365 0.126 -0.069 -0.024 -0.038
H -1.870507 -5.069806 -4.546314 0.189 0.437 -0.343 0.394
H -1.543908 3.348207 -0.399950 0.078 -0.063 -0.063 -0.623
H 3.773693 3.243483 3.400148 0.035 -0.150 0.063 0.468
H 1.054921 0.561540 -2.472187 0.018 0.033 0.127 -1.088
H 5.156439 -4.760365 4.108484 0.185 -0.118 0.016 0.305
H -3.108313 -3.879078 -2.493384 -0.062 -0.223 -0.194 0.419
H -2.870933 0.382962 -2.362340 0.398 0.129 0.207 -0.061
H 2.464183 2.881871 2.285124 -0.041 -0.288 0.169 -0.340
H 0.267059 -3.873947 -5.087676 -0.316 -0.038 -0.093 0.462
H -1.742825 -1.699022 -1.797859 -0.106 -0.001 -0.134 -0.162
H -2.954210 4.591778 1.555821 0.150 -0.089 -0.235 0.260
H -0.935251 -3.267087 -1.466173 -0.200 0.269 0.271 0.205
H 0.689259 0.723641 -5.006279 -0.048 0.069 0.076 -0.087
H 2.896328 -0.071277 -5.266796 0.128 0.090 -0.243 0.457
H 0.232108 2.758165 -3.473465 -0.296 -0.664 -0.118 0.458
H 0.126470 2.862232 -0.001132 0.030 -0.005 0.097 -0.662
H 3.160955 -5.579404 1.939027 -0.016 -0.357 0.162 0.272
H 3.105936 0.683643 2.255884 0.037 -0.154 0.246 -0.443
H 3.237754 2.590714 -0.286242 0.073 -0.495 0.046 -0.575
H -3.338354 2.606986 -4.412546 -0.017 0.005 -0.033 0.401
H 4.637392 0.949393 3.117517 0.133 0.120 -0.014 0.703
H -5.277824 0.530287 -3.674523 0.083 0.362 -0.095 0.455
H -1.170545 -3.742120 3.617157 -0.162 -0.057 -0.025 0.409
H -2.263934 4.631636 3.121192 0.306 -0.070 0.083 0.509
H 1.712064 1.884650 -1.522457 0.416 0.071 -0.031 -1.011
H -5.548541 2.264540 -0.457007 -0.011 -0.003 -0.136 0.396
H -1.593825 6.713835 1.501055 -0.262 -0.156 -0.306 0.477
H 2.035139 -3.478398 2.449345 -0.064 0.011 0.085 0.057
H 6.424847 -3.721519 2.276039 0.133 -0.310 0.111 0.412
H -3.778336 -3.102282 3.431779 -0.165 -0.195 0.162 0.418
H -7.112255 2.193657 -2.713641 0.314 0.071 0.028 0.332
H 2.992054 -5.801192 3.714097 -0.480 0.178 -0.099 0.394
H 0.094379 -1.742633 4.643772 0.235 -0.356 0.344 0.075
H 3.580258 1.614289 -5.270901 0.066 -0.164 -0.175 0.410
H -3.430425 0.824080 -4.597933 -0.082 0.266 -0.357 0.394
H 5.286020 -6.193869 3.049506 0.423 0.137 0.003 0.380
H -1.327991 -5.392845 -3.002832 0.488 0.272 0.241 0.364
H -0.915753 -2.766934 5.806416 0.490 0.073 0.075 0.402
H -3.957909 2.920186 -0.536391 0.236 -0.165 0.159 0.542
H -1.615217 -0.336680 6.197345 -0.050 -0.319 0.183 0.510
H 3.008623 -3.311504 3.951160 -0.033 0.230 -0.081 0.325
H -4.336488 1.021130 1.226746 -0.101 -0.051 -0.014 0.447
H 1.804117 3.255375 -3.697237 0.354 -0.249 0.038 0.415
H -2.703186 -2.811164 -3.864457 -0.274 -0.349 -0.147 0.357
H -1.877672 1.571964 -4.391671 0.040 0.118 0.122 0.159
H -4.359762 -0.155632 -0.095481 -0.210 0.092 -0.177 0.310
H -5.300546 -0.191004 -2.089321 0.093 -0.041 -0.174 0.102
H 1.289792 2.163743 -5.816364 0.092 0.009 -0.019 0.634

45
Properties=species:S:1:pos:R:3:forces:R:3:mulliken_charge:R:1 method="wB97M-V/def2-TZVPD" lumo_ev=0.541 fmax_ev_per_a=1.17 homo_ev=-7.934 charge=0 gap_ev=8.48 molar_mass_g_mol=360.4 relative_energy_ev=2.831 total_energy_ev=-40994.7754
S 0.553972 0.149659 0.245339 0.448 -0.203 0.692 1.769
O -1.855176 -3.188198 -2.041474 0.039 -0.133 -0.260 -0.668
O -0.261158 1.329421 0.315756 -0.047 0.021 0.293 -0.769
O 0.779974 -0.445232 -1.040883 0.173 -0.187 0.077 -0.712
O -4.104770 1.053296 -3.658793 -0.002 -0.508 0.197 -0.337
N -0.062692 -0.973059 1.343597 0.313 0.847 -0.737 0.153
N -1.988180 -2.064234 -0.097803 0.269 0.014 0.179 0.161
C 0.150189 -2.367609 1.000203 0.246 -0.497 -0.039 -0.764
C -4.386895 2.207197 -4.279553 0.217 0.861 -0.238 -0.463
C 3.264491 -0.176246 0.573247 -0.089 -0.066 -0.175 -0.335
C 5.849759 1.184692 2.985204 -0.008 0.007 0.028 -1.397
C 2.185014 1.354546 2.080573 -0.030 0.143 0.101 -0.490
C -2.384766 2.442067 -3.365935 -0.184 -0.834 0.256 -0.504
C 4.472163 0.053852 1.210841 -0.043 0.075 0.114 -0.927
C -2.447626 -0.977354 0.738722 -0.321 0.214 0.223 -0.638
C -2.878313 1.187430 -3.097435 0.611 0.948 -0.110 -0.088
C 3.393542 1.581153 2.711304 -0.098 -0.086 -0.112 -0.858
C -2.193079 -2.187657 -1.436897 -0.088 -0.053 0.045 0.804
C -1.171290 -3.038340 0.587145 0.104 -0.130 -0.075 -0.966
C -3.368090 3.100513 -4.134258 -0.569 -0.233 -0.191 -0.468
C -2.289390 0.114203 -2.344698 -0.403 -0.549 0.051 0.352
C -1.394240 -0.688569 1.824912 -0.438 0.287 0.026 -0.923
C -2.879325 -1.064502 -2.126043 0.180 0.325 -0.316 -0.744
C 2.131419 0.476471 1.014605 -0.362 -0.086 -0.418 -0.204
C 4.550464 0.931589 2.285795 -0.025 -0.064 -0.090 1.003
H -1.563471 -1.296006 2.718370 0.067 0.065 -0.050 0.439
H -1.710683 -3.410597 1.464883 0.040 -0.033 -0.055 0.308
H 6.067167 2.251081 3.007146 0.077 0.057 0.020 0.349
H 0.851233 -2.384893 0.165577 -0.032 -0.272 0.079 0.481
H 5.362682 -0.451631 0.867483 0.086 -0.041 -0.037 0.316
H -1.424916 0.364821 2.098934 -0.224 -0.124 0.152 0.430
H -1.303616 0.321744 -1.951742 0.028 0.005 0.014 0.291
H 1.281992 1.857254 2.387389 -0.077 0.124 0.123 0.451
H -1.440587 2.829565 -3.042923 0.232 0.022 0.104 0.530
H -5.330657 2.274005 -4.784453 -0.132 -0.092 -0.031 0.460
H -3.403050 -1.249514 1.211385 0.067 0.132 -0.003 0.336
H -0.988038 -3.863536 -0.102433 -0.020 0.051 0.197 0.439
H 5.795185 0.837141 4.016154 0.065 -0.013 0.071 0.320
H 3.447284 2.269740 3.541770 -0.017 0.085 0.081 0.394
H 6.668348 0.670725 2.489242 0.089 -0.012 0.004 0.344
H 3.189774 -0.841990 -0.271817 0.065 -0.096 -0.113 0.463
H -2.598112 -0.086768 0.129525 -0.040 -0.137 0.165 0.426
H -3.325870 4.096661 -4.524943 -0.063 0.183 -0.108 0.428
H -3.836776 -1.298454 -2.570748 -0.084 -0.002 -0.021 0.434
H 0.596115 -2.884437 1.857732 -0.020 -0.012 -0.112 0.373

37
Properties=species:S:1:pos:R:3:forces:R:3:mulliken_charge:R:1 method="wB97M-V/def2-TZVPD" lumo_ev="-0.580 / -5.648" fmax_ev_per_a=2.57 multiplicity=2 homo_ev="-11.129 / -11.106" charge=0 gap_ev="10.55 / 5.46" molar_mass_g_mol=261.2 total_energy_ev=-28952.5319 s_squared=0.77
O 1.828317 -3.703779 0.617609 -0.065 0.939 0.048 -0.652
O -1.849070 4.079626 0.554642 0.336 -0.824 0.387 -0.664
O -0.975610 -3.581765 -1.573413 -0.008 0.368 -0.456 -0.617
O -1.845180 -1.103548 -3.519281 1.062 -0.008 0.307 -0.485
O 1.393169 1.649487 3.408751 0.105 -0.430 -0.211 -0.639
O -1.863852 1.097291 0.426793 0.216 0.431 -0.625 -0.725
O -2.008538 1.587336 3.307332 0.192 0.422 0.233 -0.627
O 2.499389 -2.871745 -1.825681 -0.512 0.110 -0.509 -0.620
O 2.472587 -0.428485 0.635623 0.101 -0.096 -0.698 -0.686
O 0.018961 0.321314 1.415881 -0.607 0.742 -1.502 -0.675
O 2.660701 3.052302 0.824413 0.140 -0.057 0.126 -0.642
N -2.881884 -0.700774 -1.570185 1.470 0.938 0.420 -0.239
N -0.172008 0.119870 -0.780653 0.032 -0.011 -1.513 0.303
C -0.745901 0.608386 0.436823 0.166 -1.386 2.102 0.784
C -1.849098 -0.548881 -2.443198 -2.109 -0.866 -1.187 0.074
C -0.729486 0.446433 -2.074790 0.807 1.072 1.641 -0.481
H -1.529932 1.636344 2.471257 -0.123 -0.217 0.210 0.254
H 1.447916 1.774839 2.455406 0.106 0.625 0.182 0.311
H -1.378638 3.277054 0.288970 -0.022 0.311 -0.537 0.308
H 0.692564 -0.415353 -0.694618 -0.009 -0.157 -0.219 0.171
H -3.296709 -1.610929 -1.454077 -0.327 0.108 -0.269 0.273
H -1.185223 -3.632859 -2.517670 0.037 -0.342 0.092 0.351
H -1.002098 -2.627572 -1.450075 0.015 -0.073 0.368 0.326
H 1.954492 -2.606512 -2.575921 0.233 0.018 -0.145 0.291
H 1.236069 -3.278711 -0.013486 -0.557 -0.629 -0.052 0.251
H 2.151491 2.264955 0.614079 0.019 0.084 -0.311 0.297
H 2.367728 -2.903954 0.738884 0.459 -0.421 0.415 0.361
H -1.155678 1.441732 -1.878795 -0.446 -0.167 -0.469 0.357
H -1.376975 1.932725 3.956977 -0.150 -0.160 -0.203 0.308
H 2.154632 3.816709 0.533248 -0.141 -0.075 0.003 0.332
H 2.167221 -3.758740 -1.628773 0.316 0.012 0.171 0.360
H 1.201735 0.703960 3.415606 -0.179 -0.002 0.490 0.380
H 1.577158 -0.079756 0.784298 0.427 -0.124 1.122 0.205
H 0.043865 0.525477 -2.831401 -0.109 -0.412 -0.120 0.486
H 3.029153 -0.165495 1.375622 -0.129 0.092 0.036 0.343
H -2.182333 3.707236 1.383822 -0.435 0.587 0.212 0.349
H -2.868952 -0.024204 -0.814029 -0.312 -0.404 0.463 0.274